{"formula": "C36H58BrNO11", "method": "the ωB97M-V functional and the def2-TZVPD basis", "e_tot_ev": -132325.474, "gap_ha": 0.324, "largest_force_ha_per_bohr": 0.071, "elements": ["C", "C", "C", "Br", "C", "C", "C", "C", "O", "C", "C", "C", "C", "O", "N", "C", "O", "H", "H", "H", "H", "H", "H", "H", "H", "H", "H", "C", "C", "C", "O", "H", "H", "H", "H", "H", "H", "C", "C", "C", "O", "H", "H", "H", "H", "H", "H", "C", "C", "C", "O", "H", "H", "H", "H", "H", "H", "C", "C", "C", "O", "H", "H", "H", "H", "H", "H", "C", "C", "C", "O", "H", "H", "H", "H", "H", "H", "C", "C", "C", "O", "H", "H", "H", "H", "H", "H", "C", "C", "C", "O", "H", "H", "H", "H", "H", "H", "C", "C", "C", "O", "H", "H", "H", "H", "H", "H"], "coordinates": [[3.565858, 4.071989, 0.296871], [3.246065, 2.707113, -0.263683], [2.119523, 2.435752, -1.022367], [1.051694, 3.960050, -1.499156], [1.771211, 1.161447, -1.476119], [0.362844, 0.892217, -1.949303], [-0.373561, -0.047909, -0.928428], [-0.196738, 0.378885, 0.510844], [0.463609, -0.832881, -0.148975], [2.798972, 0.233827, -1.501108], [3.924695, 0.486990, -0.774723], [4.109730, 1.650249, -0.042456], [5.339516, 1.492292, 0.849230], [5.724461, 2.127359, 1.798027], [6.002007, 0.320035, 0.326905], [5.181030, -0.345990, -0.626213], [5.428582, -1.347778, -1.254534], [2.858868, 4.356754, 1.079819], [4.564139, 4.026797, 0.732514], [3.574739, 4.834361, -0.482789], [-0.285015, 1.761079, -1.865297], [0.290953, 0.367285, -2.898835], [-1.342392, -0.441500, -1.213442], [0.711734, 0.896748, 0.786627], [-0.624524, -0.272449, 1.264809], [2.681660, -0.681673, -2.068893], [6.791776, 0.639896, -0.237093], [7.630775, 6.984215, -0.625258], [6.125751, 7.092537, -0.583120], [5.431104, 7.515885, -1.855040], [5.503971, 6.850658, 0.423952], [7.997076, 6.672392, 0.350527], [7.931243, 6.243572, -1.368176], [8.068195, 7.952515, -0.873509], [5.637683, 6.797834, -2.650430], [5.774207, 8.506943, -2.156067], [4.356984, 7.552308, -1.684503], [-5.260006, 1.090057, 1.900648], [-3.875356, 1.568638, 1.530144], [-3.353017, 2.781360, 2.252083], [-3.213720, 1.001574, 0.687546], [-5.515171, 0.212340, 1.309402], [-5.291814, 0.821437, 2.957985], [-5.990123, 1.875376, 1.698679], [-3.302729, 2.582868, 3.324755], [-3.999946, 3.638455, 2.062246], [-2.351835, 3.011546, 1.889590], [1.786810, -3.872636, -3.879245], [1.325303, -2.561085, -4.460525], [0.937880, -2.554403, -5.917810], [1.268492, -1.558327, -3.785187], [2.033171, -3.736989, -2.827807], [0.989601, -4.613173, -3.963487], [2.674938, -4.222111, -4.407441], [0.109368, -3.244048, -6.087488], [1.790287, -2.848428, -6.531504], [0.626683, -1.551630, -6.204075], [-3.949506, 6.450648, -0.093406], [-3.828961, 6.595918, 1.403285], [-3.458201, 7.957708, 1.934846], [-4.020741, 5.659609, 2.145184], [-4.219134, 5.424974, -0.337169], [-4.724846, 7.118576, -0.471868], [-2.996167, 6.686354, -0.568699], [-4.212742, 8.689787, 1.643136], [-2.484171, 8.257859, 1.545456], [-3.406360, 7.919412, 3.020838], [-2.205666, -6.078351, -5.720141], [-0.950795, -6.909770, -5.838277], [-0.817090, -8.093111, -4.910873], [-0.089369, -6.638239, -6.641361], [-2.168692, -5.265884, -6.443079], [-3.082709, -6.693231, -5.927124], [-2.280963, -5.654254, -4.717226], [-1.633188, -8.796657, -5.082481], [-0.830891, -7.757874, -3.872423], [0.127396, -8.596992, -5.104651], [-4.034123, -4.192955, 3.248913], [-4.382697, -2.985596, 2.413714], [-3.290876, -1.971576, 2.175396], [-5.492543, -2.834974, 1.953044], [-4.904375, -4.836085, 3.340897], [-3.231011, -4.757219, 2.773206], [-3.723148, -3.878369, 4.246411], [-2.454588, -2.439202, 1.651949], [-2.949108, -1.562055, 3.128460], [-3.675039, -1.161315, 1.564009], [3.449884, 1.510070, 3.766144], [2.130811, 2.189718, 3.559064], [1.695588, 3.280628, 4.502116], [1.477108, 1.827961, 2.608808], [3.575840, 0.763507, 2.986689], [4.246870, 2.249824, 3.681423], [3.501930, 1.016428, 4.738979], [2.417141, 4.098692, 4.482625], [1.613028, 2.885923, 5.515704], [0.723715, 3.660199, 4.191500], [-3.666868, -9.574288, 3.901611], [-4.144287, -8.275834, 3.297733], [-4.521773, -8.294928, 1.835928], [-4.221339, -7.264684, 3.954407], [-3.430710, -9.418011, 4.951960], [-4.448616, -10.331558, 3.824618], [-2.769151, -9.918490, 3.385607], [-5.340014, -8.997477, 1.670654], [-3.660417, -8.584565, 1.231766], [-4.845658, -7.300897, 1.533625]], "atomic_forces_ev_per_a": [[0.34, -0.38, 0.06], [0.32, 0.89, 0.77], [-0.31, 0.42, 0.07], [-0.04, -0.26, 0.22], [-0.67, 1.09, -0.85], [-0.95, -1.38, 0.97], [1.26, 1.47, 1.36], [1.68, -3.19, -0.57], [-0.05, -0.74, -1.22], [-0.51, -0.90, -0.22], [1.43, -0.39, 0.73], [0.07, -0.09, 0.38], [-0.83, 0.20, -0.99], [-0.10, -0.38, -0.94], [0.80, -0.03, -0.55], [-1.88, -0.13, -0.68], [0.50, 0.76, 0.70], [-0.03, 0.07, -0.14], [-0.13, 0.19, 0.09], [-0.14, -0.02, 0.09], [0.35, 0.27, -0.75], [0.28, 0.41, -0.24], [0.04, -0.09, -0.17], [-0.80, 1.13, 0.19], [-1.23, 1.50, 0.49], [-0.08, -0.07, 0.24], [0.67, -0.37, 0.86], [-0.04, -0.07, 0.26], [-0.02, -0.01, 0.05], [-0.22, -0.04, 0.15], [-0.02, 0.00, 0.02], [-0.03, 0.00, 0.00], [0.05, 0.13, -0.11], [0.03, -0.06, -0.17], [0.11, 0.12, -0.07], [0.10, -0.07, -0.13], [0.01, -0.01, 0.02], [0.09, -0.21, -0.26], [0.16, 0.06, 0.05], [0.13, -0.27, -0.24], [-0.17, 0.03, -0.10], [-0.01, 0.00, 0.03], [-0.09, 0.14, 0.03], [0.00, 0.05, 0.19], [-0.16, 0.11, 0.03], [0.04, -0.20, 0.23], [0.00, -0.02, 0.01], [0.03, 0.17, 0.28], [0.01, -0.02, 0.00], [-0.08, 0.31, 0.07], [-0.01, 0.00, -0.06], [-0.01, 0.03, -0.02], [0.10, -0.10, -0.16], [-0.12, -0.14, -0.10], [0.14, -0.15, -0.09], [-0.08, -0.18, -0.02], [0.01, 0.00, 0.03], [-0.07, -0.27, 0.08], [0.00, -0.02, 0.01], [0.00, -0.14, 0.25], [-0.10, 0.41, 0.00], [0.01, 0.01, 0.01], [0.13, 0.11, -0.06], [-0.06, 0.15, -0.05], [0.11, 0.06, -0.13], [-0.08, 0.11, -0.11], [-0.01, -0.02, -0.01], [0.14, 0.14, -0.18], [0.04, 0.02, -0.06], [0.23, -0.03, -0.13], [0.03, 0.05, 0.02], [0.01, -0.02, -0.01], [-0.04, 0.00, 0.18], [-0.14, -0.13, 0.04], [-0.08, 0.06, 0.16], [-0.18, -0.06, 0.02], [-0.01, 0.02, -0.02], [-0.37, 0.08, -0.14], [0.03, 0.00, 0.04], [-0.28, 0.05, -0.12], [-0.01, 0.02, -0.01], [0.03, -0.02, 0.01], [0.12, 0.04, 0.15], [0.19, -0.05, -0.04], [0.11, 0.02, 0.17], [0.18, -0.12, -0.01], [0.07, -0.03, -0.06], [0.21, 0.09, 0.33], [0.36, -0.55, -0.28], [-0.28, -0.03, -0.25], [-0.71, 0.51, -0.06], [0.00, 0.01, 0.02], [0.11, -0.10, 0.18], [0.07, 0.17, 0.07], [0.08, -0.07, 0.14], [0.16, 0.07, 0.04], [0.01, -0.02, -0.01], [0.02, 0.15, 0.21], [0.00, 0.03, 0.03], [-0.05, 0.27, 0.05], [0.01, -0.06, 0.03], [-0.01, 0.02, -0.01], [0.09, -0.08, -0.13], [-0.10, -0.12, -0.08], [0.11, -0.11, -0.07], [-0.07, -0.16, -0.02], [0.00, -0.01, 0.02]], "lowdin_charge": [-0.063, -0.244, -0.503, 0.819, -0.219, -0.099, -0.286, -0.001, -0.109, 0.061, -0.075, -0.048, -0.342, 0.108, 0.149, -0.373, 0.119, 0.088, 0.070, 0.053, 0.061, 0.098, 0.140, 0.072, 0.104, 0.122, 0.158, -0.024, -0.506, -0.025, 0.065, 0.082, 0.084, 0.084, 0.085, 0.084, 0.080, -0.021, -0.493, -0.019, 0.045, 0.075, 0.089, 0.085, 0.091, 0.050, 0.085, -0.007, -0.479, -0.012, 0.062, 0.085, 0.077, 0.091, 0.077, 0.090, 0.082, -0.014, -0.485, -0.021, 0.051, 0.082, 0.086, 0.087, 0.086, 0.087, 0.082, -0.026, -0.514, -0.025, 0.063, 0.078, 0.085, 0.085, 0.085, 0.084, 0.081, -0.034, -0.498, -0.019, 0.062, 0.067, 0.083, 0.089, 0.090, 0.093, 0.045, -0.017, -0.487, -0.011, 0.059, 0.080, 0.078, 0.090, 0.087, 0.085, 0.080, -0.025, -0.499, -0.020, 0.065, 0.081, 0.085, 0.084, 0.085, 0.085, 0.079]}